Entry from the OMol25 dataset: C15H19N3O4 as an isolated structure in a non-equilibrium geometry (wB97M-V/def2-TZVPD).

Its largest force on an atom is 0.3015 hartree/bohr. Its net charge is 0. The molar mass is 305.33 Da. The calculation puts the total energy at -28511.35553 eV. As for the HOMO energy: -8.5 eV. As for the relative energy (zero: lowest compared OMol25 entry of this formula, charge and spin): 315.44 kcal/mol. The frontier orbital gap comes out at 8.9471 eV.

Last column: Löwdin charge in e.
CARTESIAN COORDINATES (ANGSTROEM)
C (5.059, -2.516, -0.095)  -0.055
H (5.530, -2.076, -1.003)  0.097
H (4.908, -3.514, -0.202)  0.046
H (5.637, -2.081, 0.748)  0.098
C (3.786, -1.681, -0.094)  -0.449
C (3.813, -0.382, -0.189)  -0.282
H (4.721, -0.122, 0.437)  0.157
H (3.902, -0.005, -1.417)  0.231
C (2.588, 0.419, 0.228)  -0.075
C (1.311, 0.598, -0.545)  -0.558
O (0.616, 1.437, -0.743)  0.122
N (1.124, -0.472, -1.578)  0.056
H (1.595, -1.185, -1.265)  -0.020
N (-0.202, -0.513, -2.210)  -0.005
H (-0.326, 0.647, -2.344)  0.211
C (-1.206, -1.224, -1.381)  -0.184
C (-1.409, -0.457, 0.094)  -0.221
O (-0.680, -0.739, 0.961)  0.166
N (-2.654, 0.369, -0.216)  0.039
C (-3.270, 0.100, -1.273)  -0.405
O (-4.181, 0.907, -1.615)  0.038
C (-2.537, -1.032, -2.177)  0.001
H (-3.266, -1.798, -2.280)  0.104
H (-2.431, -0.627, -3.131)  0.091
C (-2.891, 1.321, 0.670)  -0.174
C (-1.985, 2.083, 1.453)  -0.001
C (-2.169, 2.996, 2.645)  0.027
C (-3.612, 2.886, 2.867)  -0.165
C (-4.425, 1.979, 2.550)  -0.209
C (-4.199, 1.192, 1.523)  0.043
H (-4.959, 0.555, 0.910)  0.146
H (-5.429, 2.198, 2.809)  0.117
H (-3.822, 3.568, 3.801)  0.137
H (-1.406, 3.632, 2.988)  0.073
H (-0.854, 2.059, 1.086)  0.120
H (-1.131, -2.282, -1.526)  0.131
H (2.837, 1.523, 0.527)  0.147
H (2.108, -0.370, 1.338)  0.232
O (2.932, -2.543, -1.210)  -0.169
H (3.457, -2.611, -2.083)  0.113
H (3.122, -2.240, 0.943)  0.228